1.
Molecular formula: C30H24AuCl4NOSi
Method: DFT, ωB97M-V/def2-TZVPD

Results
**Maximum force**: 1.93 eV/Å
**E_HOMO (spin up / spin down)**: -7.66 / -7.67 eV
**Total energy**: -96697.0933 eV
**Total charge**: 0
**ΔE to the lowest compared entry with this formula, charge and spin**: 132.3 kJ/mol

```
62
Properties=species:S:1:pos:R:3:forces:R:3
Au -0.532337 0.400553 -1.805453 -0.4 0.7 0.2
Cl 4.930663 4.878953 -1.823353 0.5 0.2 0.0
C 3.383763 4.181453 -2.092553 -0.5 -0.4 -0.2
C 3.274663 2.880753 -2.573853 0.2 0.5 0.2
C 2.022063 2.336853 -2.726353 -0.5 0.4 0.0
Cl 1.872763 0.719253 -3.322053 0.3 -0.1 -0.2
C 0.815763 3.021353 -2.407153 1.7 0.8 0.2
O -0.339837 2.498253 -2.513353 -1.1 -1.4 0.7
C 1.000663 4.371253 -1.982953 0.2 -0.7 -0.3
Cl -0.411837 5.309853 -1.724753 -0.3 0.3 0.1
C 2.247963 4.935953 -1.829953 0.1 -0.1 0.0
H 4.147963 2.303053 -2.831453 0.1 0.0 0.0
H 2.335163 5.964353 -1.517353 0.0 0.1 0.1
Cl -2.872337 -0.011647 -2.340253 -0.5 0.0 0.1
C -0.518537 -6.073947 -2.125553 0.0 -0.1 0.0
C -0.358937 -4.591947 -2.172853 0.0 0.3 0.0
C 0.410863 -3.918847 -1.228053 -0.1 0.0 -0.1
C 0.499663 -2.544147 -1.279553 0.3 -0.3 0.0
N -0.123537 -1.826647 -2.205353 0.2 0.5 0.6
C -0.841537 -2.450947 -3.129853 -0.2 -0.1 -0.3
C -0.977637 -3.823947 -3.155053 0.2 0.0 0.1
H -0.334537 -6.441147 -1.119053 0.0 -0.1 0.0
H 0.190663 -6.555047 -2.799853 0.0 0.0 0.0
H -1.520337 -6.356347 -2.440153 0.0 -0.1 0.0
H 0.918163 -4.457947 -0.445053 0.1 -0.1 0.1
H 1.095063 -1.989847 -0.568553 0.0 -0.1 0.1
H -1.330737 -1.820947 -3.856653 -0.1 0.0 0.0
H -1.568437 -4.288147 -3.928953 -0.1 0.0 -0.1
C 3.763363 1.309453 2.430447 0.1 0.0 -0.1
C 2.662763 1.194053 3.261847 0.0 0.0 0.1
C 1.413663 0.942653 2.727247 -0.3 0.0 0.1
C 1.240863 0.795753 1.354047 -0.5 -0.1 -0.9
C 2.354863 0.914753 0.532647 -0.1 0.0 -0.2
C 3.606263 1.173753 1.061747 0.2 0.0 0.0
Si -0.507037 0.457753 0.666647 -0.1 -0.2 1.0
C -1.055537 -1.290647 1.176847 0.2 0.6 -0.6
C -0.219437 -2.149347 1.885147 0.2 0.2 0.1
C -0.635937 -3.421947 2.230847 0.1 -0.1 0.1
C -1.892237 -3.866247 1.855447 0.0 0.0 0.0
C -2.732537 -3.025847 1.145447 -0.1 -0.1 0.0
C -2.316737 -1.752647 0.806547 -0.1 0.2 -0.1
C -1.685737 1.748353 1.410247 0.3 -0.4 -0.9
C -2.453637 1.474053 2.539747 0.1 -0.4 0.0
C -3.316137 2.425753 3.053347 -0.1 0.1 0.2
C -3.431937 3.664553 2.444947 0.0 0.0 0.0
C -2.667237 3.952553 1.327647 0.0 0.2 0.0
C -1.802737 3.002953 0.818347 0.2 0.0 -0.1
H 4.738763 1.508753 2.848947 0.1 0.0 0.0
H 2.780463 1.304053 4.329547 0.0 0.0 0.1
H 0.560963 0.862653 3.384847 -0.1 0.0 0.2
H 2.240463 0.812753 -0.536853 0.0 0.0 -0.1
H 4.457763 1.269553 0.404847 0.1 0.0 -0.1
H 0.760363 -1.806647 2.187047 0.2 0.0 0.0
H 0.015863 -4.066947 2.802247 0.1 0.0 0.0
H -2.216437 -4.860447 2.122947 0.0 -0.1 0.0
H -3.718437 -3.365447 0.866047 -0.1 0.0 -0.1
H -2.974537 -1.110147 0.240647 -0.1 0.1 -0.1
H -2.376537 0.508553 3.021247 -0.1 -0.1 0.0
H -3.911637 2.200653 3.926247 0.0 -0.1 0.1
H -4.121237 4.399053 2.835947 0.0 0.0 0.0
H -2.756237 4.913253 0.842747 0.0 0.1 -0.1
H -1.219737 3.230253 -0.060253 0.0 0.1 -0.2
```
Forces are in eV/Å.


2.
Molecular formula: C3H9N3O2
Method: DFT, ωB97M-V/def2-TZVPD

Results
**Maximum force**: 5.93 eV/Å
**E_HOMO (spin up / spin down)**: -9.11 / -8.82 eV
**Total energy**: -11816.0592 eV
**Total charge**: 0
**ΔE to the lowest compared entry with this formula, charge and spin**: 771.9 kJ/mol

```
17
Properties=species:S:1:pos:R:3:forces:R:3
C 0.100800 -0.252259 -2.171007 0.3 -1.6 -1.6
C 1.020388 -1.573842 -0.140138 0.2 -0.9 -0.3
C 0.028070 -1.538408 -1.302183 2.2 1.6 -0.1
N -0.755443 -2.415098 -1.590450 -1.7 -1.8 -0.5
N -0.933563 -4.375909 0.150936 1.5 3.7 -3.0
N -0.960515 1.045499 1.483634 0.1 -5.6 -1.9
O -1.901977 -4.162824 0.718185 -3.2 -0.6 2.5
O -0.083510 -5.133327 -0.019087 1.7 -3.0 0.5
H -0.279609 -0.494636 -3.202237 0.7 0.1 0.9
H -0.629579 0.399688 -1.815274 -1.0 1.5 1.0
H 1.096975 0.231212 -2.215326 -0.6 -0.5 0.1
H 0.470777 -1.078403 0.649281 0.6 0.4 0.4
H 1.876334 -1.059642 -0.547048 0.3 0.7 0.6
H 1.451406 -2.541978 0.219225 -1.1 0.4 -0.5
H -1.927182 0.660230 1.407484 0.8 0.4 -0.3
H -0.443198 0.164047 1.900234 -1.2 2.7 -0.7
H -1.074064 1.698215 2.156462 0.1 2.6 3.0
```
Forces are in eV/Å.


3.
Molecular formula: C10H15Cl2FeNS
Method: DFT, ωB97M-V/def2-TZVPD

Results
**Maximum force**: 2.69 eV/Å
**E_HOMO (spin up / spin down)**: -2.27 / -3.54 eV
**⟨S²⟩**: 8.767
**Total energy**: -82370.7147 eV
**2S+1**: 6
**Total charge**: -1
**ΔE to the lowest compared entry with this formula, charge and spin**: 0.0 kJ/mol

```
30
Properties=species:S:1:pos:R:3:forces:R:3
Fe 0.177060 0.146180 0.922027 2.0 -0.5 0.0
Cl 0.550360 -1.990820 0.166727 -0.1 -1.2 0.5
Cl 1.358060 2.091680 1.202027 0.6 0.5 0.3
C 2.877860 -0.267420 -0.996473 -0.1 0.5 -0.4
H 3.322760 0.291080 -0.177673 -0.2 0.0 -0.1
H 3.397860 -1.169420 -1.314273 -0.1 0.0 0.0
C -1.433940 0.639280 0.239327 -2.3 0.7 -0.8
C 1.746760 0.127280 -1.583373 0.7 0.2 0.0
H -2.375740 0.678280 0.807127 0.0 0.1 -0.3
C 1.068960 -0.587220 -2.712673 -0.3 -0.1 -0.3
H 1.248660 1.032280 -1.234273 0.2 0.0 0.0
C -0.205240 0.127080 -3.196473 0.1 -0.2 -0.1
H 1.766260 -0.707320 -3.552573 0.0 0.0 0.1
H 0.784360 -1.590920 -2.365873 0.2 0.2 -0.1
C -1.396540 -0.026820 -2.240373 -0.1 0.0 -0.1
H 0.012060 1.193480 -3.341573 0.0 -0.1 -0.1
H -0.482540 -0.275720 -4.178473 0.1 0.0 0.0
C -1.533940 1.095980 -1.187073 -1.0 0.3 0.3
H -2.324940 -0.043620 -2.823973 0.1 -0.1 -0.1
H -1.332740 -0.995620 -1.725373 0.0 0.2 -0.1
H -0.802240 1.888780 -1.392873 0.0 0.0 -0.1
H -2.528140 1.559580 -1.301973 0.2 0.1 -0.3
S -1.658340 -0.976620 4.819227 -1.0 -0.5 0.7
C -0.123840 -0.343720 5.093827 0.9 0.5 -1.4
C 0.420260 0.003080 3.864927 -0.6 -0.4 1.3
N -0.386140 -0.242520 2.798927 -1.5 -1.0 1.5
C -1.570740 -0.788020 3.151127 2.5 1.1 -0.1
H 0.358760 -0.230420 6.055027 -0.3 -0.1 -0.1
H 1.408360 0.428680 3.755627 -0.2 0.1 -0.4
H -2.343340 -1.066520 2.449427 0.1 0.1 0.0
```
Forces are in eV/Å.


4.
Molecular formula: C5H13NO
Method: DFT, ωB97M-V/def2-TZVPD

Results
**Maximum force**: 5.09 eV/Å
**E_HOMO (spin up / spin down)**: -14.47 / -14.86 eV
**⟨S²⟩**: 0.757
**Total energy**: -8924.1595 eV
**2S+1**: 2
**Total charge**: +1
**ΔE to the lowest compared entry with this formula, charge and spin**: 153.5 kJ/mol

```
20
Properties=species:S:1:pos:R:3:forces:R:3
C 2.781915 -0.825351 -1.011688 -3.3 -3.0 1.4
C 1.928439 0.253885 -0.275511 -0.9 -1.2 -1.2
C 0.416938 0.168039 -0.528562 2.4 0.1 -1.3
C -0.279984 1.016825 0.315481 -3.5 -0.3 0.0
N -1.666208 0.954105 0.275724 1.5 1.2 -2.0
C -0.026665 -0.640174 -1.743048 -3.0 -2.4 3.3
H 3.760816 -0.663524 -0.793981 2.9 0.5 0.6
H 2.545005 -1.908557 -0.595517 0.4 2.1 -0.6
H 2.677655 -0.975791 -2.084098 -0.3 0.8 -0.1
H 1.929401 0.155240 0.856890 1.1 0.7 -1.3
H 2.255373 1.197082 -0.801766 -0.3 -0.2 1.4
H 0.154121 1.702960 1.080269 -0.1 -1.0 -0.6
H -2.171244 0.935503 -0.644950 0.9 -1.0 1.0
H -2.155411 1.626682 0.807627 -0.5 0.7 1.3
H 0.069456 -0.085252 -2.612232 0.6 1.1 -1.8
H -1.147026 -1.028929 -1.725278 2.0 1.2 0.2
H 0.529378 -1.598213 -1.741109 0.0 0.8 -0.3
H -2.556773 -1.393983 2.849644 -0.2 -2.5 1.1
H -1.934947 -0.434866 1.962842 -0.6 0.2 0.4
O -2.652025 -0.505805 2.621444 0.8 2.1 -1.4
```
Forces are in eV/Å.


5.
Molecular formula: CH2N2O2
Method: DFT, ωB97M-V/def2-TZVPD

Results
**Maximum force**: 5.37 eV/Å
**E_HOMO (spin up / spin down)**: -8.38 / -9.27 eV
**Total energy**: -8137.9493 eV
**Total charge**: 0
**ΔE to the lowest compared entry with this formula, charge and spin**: 716.0 kJ/mol

```
7
Properties=species:S:1:pos:R:3:forces:R:3
C -1.073995 1.188949 1.064807 3.4 -1.7 3.8
N 0.598530 -0.371630 -0.210484 -1.4 2.0 -0.4
N 1.448864 -1.205172 -0.484702 -0.6 -0.7 -0.4
O -0.123206 0.635505 1.472587 -1.9 1.7 1.5
O -0.461200 0.035396 -0.741109 1.4 -2.1 -1.7
H -1.488873 1.483274 0.187019 -1.2 0.7 -2.8
H 1.099880 -1.766321 -1.288118 0.3 0.2 -0.1
```
Forces are in eV/Å.


6.
Molecular formula: C14H34Cr2F2N2O3
Method: DFT, ωB97M-V/def2-TZVPD

Results
**Maximum force**: 13.77 eV/Å
**E_HOMO (spin up / spin down)**: -13.47 / -13.63 eV
**⟨S²⟩**: 20.014
**Total energy**: -86439.9234 eV
**2S+1**: 9
**Total charge**: +2

```
57
Properties=species:S:1:pos:R:3:forces:R:3
Cr 1.508427 -1.868072 -0.516382 2.1 7.0 -6.1
Cr -0.081455 -1.657485 -2.563723 -5.4 -0.5 -9.6
F 1.131796 -2.698206 -1.955622 1.7 -6.7 -5.9
F 0.283463 -0.833835 -1.185104 9.2 1.4 2.0
C -2.479404 0.716048 1.162537 0.6 0.6 0.4
C -2.010558 1.943935 0.329883 -1.0 -0.8 -0.1
C -1.474350 3.012267 1.352415 0.2 -0.8 -0.9
C -0.727978 4.133257 0.653041 -1.0 0.0 -1.0
C 0.351590 3.523857 -0.249255 -0.5 -0.1 -0.1
C -0.083475 2.402543 -1.277169 0.3 0.5 0.3
N -0.922574 1.443162 -0.530492 1.2 0.6 0.3
O -1.278731 0.277136 -1.275774 -6.8 4.1 -1.4
C -0.683386 3.008034 -2.566394 -1.6 -1.0 -0.2
C 1.214208 1.706517 -1.710703 0.3 0.7 -0.2
C -3.198270 2.481787 -0.504897 -0.1 0.2 1.0
H -1.579683 0.322859 1.635826 -0.1 -0.1 0.2
H -2.951110 -0.106787 0.625376 -0.2 0.4 -0.2
H -3.102289 1.067921 1.984919 -0.3 -0.2 -0.2
H -2.369952 3.298403 1.903892 0.3 0.4 0.2
H -0.736696 2.572658 2.023768 -0.3 -0.5 0.3
H -0.265746 4.844470 1.337587 -0.1 -0.1 0.1
H -1.468568 4.688529 0.077447 0.2 0.3 -0.2
H 1.068776 3.140720 0.476668 0.4 -0.4 -0.3
H 0.828325 4.310238 -0.834416 0.2 0.0 0.1
H -1.727976 3.289755 -2.433860 0.2 0.7 0.3
H -0.146537 3.765244 -3.137814 0.3 0.1 0.6
H -0.872565 2.203384 -3.276929 0.5 -0.4 -0.2
H 1.689794 2.438531 -2.363429 0.5 -0.2 0.1
H 1.890448 1.467780 -0.889847 0.1 0.1 0.1
H 1.121538 0.796868 -2.304043 -0.3 0.2 -0.3
H -3.426016 1.771689 -1.299874 0.2 0.5 -0.3
H -3.045284 3.527744 -0.770736 0.2 -0.3 -0.7
H -4.113447 2.556519 0.082442 0.0 -0.3 0.4
H -0.517529 -0.306919 -1.243220 -5.7 5.3 1.5
C -0.589258 -4.339765 1.688206 1.4 1.3 -0.5
C 0.437245 -3.236959 1.162864 -1.3 -2.0 1.0
C 1.822992 -3.844130 0.716420 -2.2 -1.0 1.4
O 2.572159 -2.943046 -0.051062 10.1 -8.5 4.0
C 3.909710 -3.394963 -0.238851 1.1 -1.4 -1.0
N -0.146028 -2.396754 0.099453 -5.2 -5.0 3.6
H -0.200375 -4.772788 2.609811 -0.1 -0.2 -0.1
H -0.780787 -5.091801 0.922783 0.0 -0.1 0.2
H -1.496565 -3.786124 1.929839 -0.1 -0.2 0.0
H 0.573208 -2.540466 1.990204 0.2 -0.4 0.0
H 1.676415 -4.684570 0.037983 -0.1 -0.6 0.7
H 2.296412 -4.031189 1.680256 0.4 -0.6 -0.4
H 3.833395 -4.199693 -0.970076 0.3 0.0 -0.2
H 4.328237 -3.867899 0.649546 -0.2 0.5 0.3
H 4.577410 -2.630088 -0.635394 -0.5 0.2 0.2
H -0.382383 -3.001598 -0.674116 -0.9 -0.9 0.2
H -1.019554 -2.049342 0.468721 -0.6 0.2 -0.1
C 0.820283 -0.197489 1.285348 -1.1 0.4 0.6
O 1.834017 -1.170716 0.939342 1.9 6.6 9.6
H 0.824877 -0.049192 2.365210 0.2 0.5 -0.2
H 0.899936 0.671588 0.632303 0.1 0.1 0.7
H -0.128411 -0.672439 1.035383 0.5 0.8 0.5
H 2.512278 -1.011125 1.599714 0.8 -0.4 -0.3
```
Forces are in eV/Å.


7.
Molecular formula: C4H12N2O2
Method: DFT, ωB97M-V/def2-TZVPD

Results
**Maximum force**: 1.59 eV/Å
**E_HOMO**: -7.84 eV
**Total energy**: -11416.8451 eV
**Total charge**: 0
**SMILES string**: C/C(O)=C\N.NCO
**ΔE to the lowest compared entry with this formula, charge and spin**: 228.8 kJ/mol

```
20
Properties=species:S:1:pos:R:3:forces:R:3
C -0.239809 -1.740425 1.218549 0.2 0.8 -0.2
C -0.848524 -0.971725 0.077667 -0.8 -1.2 -0.7
O -2.062612 -0.338647 0.360236 0.1 0.1 0.1
C -0.509558 -1.063285 -1.222484 -0.1 0.9 1.0
N 0.712422 -1.511820 -1.693117 0.6 -0.4 0.1
H 0.602263 -2.337217 0.878336 0.0 -0.1 0.0
H 0.103935 -1.054729 1.997398 0.1 -0.1 0.1
H -0.975196 -2.411791 1.665930 -0.1 -0.1 -0.1
H -2.541349 -0.840052 1.032822 0.1 0.0 -0.1
H -1.156300 -0.612714 -1.963455 -0.1 -0.1 0.0
H 1.456075 -1.482899 -0.995977 -0.2 0.0 -0.5
H 0.993641 -1.098741 -2.570334 0.0 0.0 0.2
N 0.686183 2.290818 1.175152 0.0 0.1 0.1
C 1.025962 1.756969 -0.116875 -0.3 -1.1 0.4
O 0.066399 1.983424 -1.126151 -0.3 0.1 -0.3
H -0.137500 1.827778 1.543768 0.0 0.0 0.0
H 0.483628 3.283756 1.115016 0.0 -0.1 0.0
H 1.927660 2.265997 -0.469041 0.0 -0.5 0.0
H 1.117881 0.626471 0.031329 0.5 1.5 -0.3
H -0.705202 1.428832 -0.938769 0.2 0.1 0.0
```
Forces are in eV/Å.


8.
Molecular formula: C4H11NO
Method: DFT, ωB97M-V/def2-TZVPD

Results
**Maximum force**: 2.37 eV/Å
**E_HOMO**: -9.47 eV
**Total energy**: -7863.2150 eV
**Total charge**: 0
**SMILES string**: CN[C@@H](C)CO
**ΔE to the lowest compared entry with this formula, charge and spin**: 129.2 kJ/mol

```
17
Properties=species:S:1:pos:R:3:forces:R:3
C -1.777286 -1.080123 -0.169837 -0.3 -0.6 0.4
N -0.490701 -0.795226 0.510937 -0.4 0.8 0.2
C 0.294714 0.210153 -0.228764 0.3 0.3 -1.3
C -0.084782 1.663936 0.080255 1.3 0.4 -0.7
C 1.821184 -0.013419 -0.016461 -0.4 0.8 1.9
O 2.076172 -1.392554 0.004274 -1.1 -0.7 0.2
H -2.448507 -1.662466 0.492960 0.5 0.3 -0.2
H -2.353800 -0.199264 -0.493267 0.3 0.0 0.1
H -1.616982 -1.717775 -1.059221 0.2 0.4 0.4
H -0.642646 -0.404322 1.463040 -0.1 -0.6 -0.9
H 0.106021 -0.000365 -1.328871 0.1 0.3 1.1
H 0.363179 2.350381 -0.676925 0.2 -0.4 0.7
H -1.107958 1.869187 -0.031775 -1.7 -0.1 -0.2
H 0.164509 2.006779 1.095452 0.3 -0.3 -0.3
H 2.445493 0.444651 -0.811191 -0.5 -0.1 0.4
H 2.077551 0.548788 1.017537 -0.2 -1.4 -1.9
H 1.173840 -1.828365 0.151857 1.5 0.8 0.0
```
Forces are in eV/Å.


9.
Molecular formula: CH10O5
Method: DFT, ωB97M-V/def2-TZVPD

Results
**Maximum force**: 4.37 eV/Å
**E_HOMO**: -10.32 eV
**Total energy**: -11435.4429 eV
**Total charge**: 0
**SMILES string**: C=O.O.O.O.O
**ΔE to the lowest compared entry with this formula, charge and spin**: 99.8 kJ/mol

```
16
Properties=species:S:1:pos:R:3:forces:R:3
C 0.124814 1.166867 -1.129513 2.1 0.1 -1.8
O -0.903556 1.603591 -1.539394 -1.2 0.3 -0.2
H 1.063797 1.236426 -1.799440 -0.9 -0.1 1.0
H 0.240072 0.665309 -0.179093 -0.1 -0.2 0.6
O -2.419516 -0.664710 -0.778977 -1.2 0.2 -1.4
H -2.386156 -0.045022 -1.527835 1.1 0.2 0.4
H -3.377990 -0.745083 -0.773062 -0.3 -0.6 0.7
O -1.153304 -0.664254 1.487074 -2.0 -2.6 -1.2
H -1.735969 -0.705709 0.565173 1.7 0.3 2.8
H -1.371859 -1.547810 1.970788 0.5 2.4 -1.3
O 3.168608 0.969036 -0.036220 -0.9 1.1 0.5
H 2.539198 1.623025 0.364507 1.0 -0.9 -0.5
H 2.734173 0.114654 0.097679 -0.1 -0.1 0.0
O 1.497153 -1.198533 0.920313 -0.6 -2.1 -3.1
H 0.531577 -1.178299 0.741635 0.3 -0.5 -0.2
H 1.448960 -0.629488 1.616365 0.5 2.5 3.6
```
Forces are in eV/Å.